No. 1
{
  "formula": "C17H31CoF5P2",
  "method": "ωB97M-V/def2-TZVPD",
  "energy_ev": -87918.468,
  "homo_lumo_gap_ev": [6.45, 8.36],
  "de_lowest_kj_mol": 60.5,
  "multiplicity": 4,
  "lumo_ev": [0.6, -0.4],
  "charge": 0,
  "symbols": ["Co", "P", "P", "F", "F", "F", "F", "F", "C", "C", "C", "C", "C", "C", "C", "C", "C", "C", "C", "C", "C", "C", "C", "C", "C", "H", "H", "H", "H", "H", "H", "H", "H", "H", "H", "H", "H", "H", "H", "H", "H", "H", "H", "H", "H", "H", "H", "H", "H", "H", "H", "H", "H", "H", "H", "H"],
  "coordinates": [[1.10, 3.11, -0.90], [-0.24, 4.58, -1.18], [2.10, 3.39, -2.54], [3.11, 0.80, -1.53], [0.81, -0.21, -0.76], [3.41, 1.96, 0.33], [0.78, 0.89, 1.17], [2.38, -0.55, 0.73], [-3.44, 1.87, -3.23], [-2.87, -0.11, -5.51], [-1.75, 4.44, -2.23], [1.32, 4.86, -3.38], [-1.15, 5.36, 0.21], [-3.32, 1.35, -5.74], [3.81, 4.02, -2.44], [1.59, 0.41, 0.18], [-3.07, 0.56, -2.60], [-1.45, -0.35, -5.02], [-1.00, -0.44, -3.76], [2.42, 1.51, -0.54], [0.67, 5.76, -2.31], [-1.55, 0.28, -2.57], [-3.45, 2.22, -4.52], [1.25, 3.76, 0.96], [2.11, 2.13, -3.82], [-4.30, 1.34, -6.25], [2.70, 1.29, -3.46], [-3.73, 3.25, -4.76], [-1.85, 4.59, 0.57], [-2.93, -0.56, -6.51], [-0.52, 5.65, 1.06], [-2.55, 4.01, -1.62], [4.47, 3.30, -2.94], [-3.36, 0.63, -1.54], [-3.61, -0.29, -3.03], [-0.02, 6.50, -2.72], [2.18, 3.36, 1.39], [3.88, 5.02, -2.90], [-2.08, 5.45, -2.55], [-0.13, -1.06, -3.53], [-1.30, -0.31, -1.68], [-2.61, 1.83, -6.43], [-3.76, 2.61, -2.48], [-3.59, -0.64, -4.89], [1.43, 6.28, -1.71], [-1.75, 6.22, -0.10], [4.10, 4.10, -1.38], [-0.72, -0.51, -5.83], [2.11, 5.34, -3.97], [-1.02, 1.25, -2.46], [1.10, 1.78, -4.06], [0.38, 3.41, 1.55], [1.32, 4.87, 0.97], [-1.59, 3.83, -3.12], [0.58, 4.45, -4.09], [2.60, 2.53, -4.71]]
}

=====

No. 2
{
  "formula": "C17H31F3O",
  "method": "ωB97M-V/def2-TZVPD",
  "smiles": "CCCCCCCCCCCCCCCC(=O)C(F)(F)F",
  "energy_ev": -28332.999,
  "homo_lumo_gap_ev": 11.27,
  "de_lowest_kj_mol": 1.6,
  "lumo_ev": 0.7,
  "charge": 0,
  "symbols": ["F", "F", "F", "O", "C", "C", "C", "C", "C", "C", "C", "C", "C", "C", "C", "C", "C", "C", "C", "C", "C", "H", "H", "H", "H", "H", "H", "H", "H", "H", "H", "H", "H", "H", "H", "H", "H", "H", "H", "H", "H", "H", "H", "H", "H", "H", "H", "H", "H", "H", "H", "H"],
  "coordinates": [[6.43, -1.16, 0.15], [5.07, -2.56, -0.76], [4.72, -1.86, 1.25], [3.63, -0.42, -1.49], [4.30, -0.29, -0.51], [-2.72, 3.45, 0.51], [-0.33, 2.56, 0.42], [5.14, -1.49, 0.03], [-1.29, 3.68, 0.03], [1.11, 2.87, 0.00], [-5.38, -3.37, 0.75], [4.47, 0.93, 0.33], [-3.41, 2.28, -0.18], [-5.09, -0.38, -0.18], [-5.62, 1.03, -0.47], [-4.86, 2.13, 0.28], [3.50, 2.05, -0.05], [-4.91, -4.82, 0.82], [-5.97, -1.45, -0.82], [-5.40, -2.86, -0.69], [2.07, 1.74, 0.38], [-4.88, 1.92, 1.35], [1.74, 0.82, -0.10], [-6.67, 1.07, -0.17], [4.35, 0.65, 1.38], [-5.38, 3.08, 0.12], [3.83, 2.98, 0.43], [-4.08, -0.47, -0.56], [-5.06, -0.52, 0.90], [-0.37, 2.42, 1.50], [-3.91, -4.91, 0.42], [-4.90, -5.17, 1.86], [-4.72, -2.75, 1.36], [-2.87, 1.36, 0.03], [-3.30, 4.36, 0.33], [-6.97, -1.42, -0.38], [5.50, 1.26, 0.21], [-6.01, -3.54, -1.29], [3.53, 2.19, -1.13], [-1.29, 3.79, -1.06], [-5.57, 1.22, -1.54], [-0.92, 4.62, 0.45], [1.43, 3.80, 0.48], [2.03, 1.59, 1.46], [-0.63, 1.63, -0.05], [-2.71, 3.27, 1.59], [-6.39, -3.30, 1.18], [-4.39, -2.88, -1.09], [1.14, 3.03, -1.08], [-3.39, 2.44, -1.26], [-5.57, -5.47, 0.25], [-6.08, -1.22, -1.89]]
}

=====

No. 3
{
  "formula": "C17H31F3O2P2V",
  "method": "ωB97M-V/def2-TZVPD",
  "energy_ev": -74641.834,
  "homo_lumo_gap_ev": [8.04, 7.44],
  "de_lowest_kj_mol": 0.0,
  "multiplicity": 4,
  "lumo_ev": [0.0, -0.6],
  "charge": 0,
  "symbols": ["V", "P", "P", "F", "F", "F", "O", "O", "C", "C", "C", "C", "C", "C", "C", "C", "C", "C", "C", "C", "C", "C", "C", "C", "C", "H", "H", "H", "H", "H", "H", "H", "H", "H", "H", "H", "H", "H", "H", "H", "H", "H", "H", "H", "H", "H", "H", "H", "H", "H", "H", "H", "H", "H", "H", "H"],
  "coordinates": [[-0.10, -0.25, 3.33], [0.23, -1.64, -3.13], [0.10, 1.45, -3.02], [-1.54, 2.72, 7.28], [0.18, 3.62, 6.23], [0.48, 1.92, 7.60], [-1.51, 0.93, 5.06], [0.72, 1.23, 4.92], [-0.66, 1.23, 1.86], [1.78, -2.47, -3.70], [0.35, 0.68, -4.71], [1.69, 0.57, 1.13], [1.23, -0.87, 0.75], [0.74, 1.32, 1.97], [0.15, -1.87, 4.69], [1.20, 2.90, -3.28], [-0.15, -0.76, -4.74], [-0.81, -1.79, 2.02], [0.59, -1.66, 1.83], [-0.42, 1.45, 5.44], [-0.88, -3.08, -3.40], [-0.35, 2.45, 6.67], [-1.48, 2.32, -3.41], [-1.82, -1.04, 1.24], [-1.41, 0.42, 0.87], [-2.75, -0.98, 1.82], [0.32, -1.33, -5.55], [2.04, -3.23, -2.95], [1.86, 1.12, 0.19], [-0.88, -1.81, 5.12], [0.89, -1.45, 5.40], [0.98, 3.42, -4.22], [-1.69, 3.03, -2.60], [0.61, -0.82, -0.17], [-1.92, -2.74, -3.30], [-2.36, 0.96, 0.70], [-0.18, 1.30, -5.45], [1.63, -2.95, -4.67], [2.15, -1.40, 0.44], [1.43, 0.73, -4.92], [-0.74, -3.53, -4.39], [1.15, 2.20, 2.48], [-2.09, -1.54, 0.29], [-1.18, -2.65, 2.58], [-1.24, -0.80, -4.87], [0.39, -2.89, 4.36], [1.05, 3.59, -2.44], [-1.24, 2.01, 2.36], [-0.67, -3.82, -2.62], [-0.91, 0.42, -0.11], [2.58, -1.72, -3.76], [2.69, 0.51, 1.60], [2.24, 2.55, -3.28], [1.23, -2.40, 2.32], [-2.29, 1.58, -3.47], [-1.40, 2.86, -4.37]]
}

=====

No. 4
{
  "formula": "C17H31F5P2Pd",
  "method": "ωB97M-V/def2-TZVPD",
  "energy_ev": -53768.462,
  "homo_lumo_gap_ev": [6.30, 7.23],
  "de_lowest_kj_mol": 119.5,
  "multiplicity": 3,
  "lumo_ev": [-0.9, -0.9],
  "charge": 0,
  "symbols": ["Pd", "P", "P", "F", "F", "F", "F", "F", "C", "C", "C", "C", "C", "C", "C", "C", "C", "C", "C", "C", "C", "C", "C", "C", "C", "H", "H", "H", "H", "H", "H", "H", "H", "H", "H", "H", "H", "H", "H", "H", "H", "H", "H", "H", "H", "H", "H", "H", "H", "H", "H", "H", "H", "H", "H", "H"],
  "coordinates": [[-2.11, 0.55, 0.98], [-0.43, 1.70, -0.35], [-1.04, -1.07, -0.71], [-1.74, 3.06, 4.44], [-1.74, 0.89, 4.36], [-2.94, 3.39, 2.13], [-3.91, 1.72, 3.09], [-0.29, 2.06, 3.19], [-0.88, 1.33, -2.09], [3.18, -1.31, -1.75], [3.17, 0.28, -1.69], [1.65, -0.95, 1.61], [1.90, -2.82, 0.01], [-1.61, 2.01, 3.59], [-1.99, -2.66, -0.62], [2.75, -0.58, 0.56], [-0.20, -1.73, -2.31], [1.36, -2.48, 1.35], [2.90, -1.85, -0.35], [-1.86, 0.18, -1.92], [-1.53, 3.14, -0.09], [-2.72, 2.05, 2.49], [2.93, 0.57, -0.29], [-2.82, -1.18, 1.68], [0.93, 2.97, -0.79], [-2.55, 2.83, -0.20], [1.18, 3.55, 0.10], [-1.41, -3.30, 0.08], [-2.14, -3.16, -1.58], [1.57, -3.66, -0.62], [-1.92, -1.69, 2.07], [2.59, -1.75, -2.58], [4.16, 0.70, -1.93], [-3.35, -1.80, 0.93], [-2.99, -2.50, -0.22], [3.70, -0.51, 1.18], [3.81, -2.34, 0.05], [-1.32, 2.24, -2.52], [0.52, 3.64, -1.56], [0.02, 1.14, -2.71], [2.08, -3.04, 1.95], [1.84, 2.53, -1.22], [-1.18, 3.98, -0.66], [-1.07, -2.03, -2.90], [0.75, -0.31, 1.60], [-2.09, -0.27, -2.89], [2.72, 1.54, 0.19], [2.10, -0.72, 2.59], [-2.77, 0.53, -1.41], [0.40, -2.64, -2.15], [-1.38, 3.33, 0.97], [-3.59, -0.90, 2.42], [4.23, -1.62, -1.90], [2.43, 0.74, -2.38], [0.35, -2.80, 1.67], [0.36, -0.97, -2.87]]
}

=====

No. 5
{
  "formula": "C17H31N2O6S4",
  "method": "ωB97M-V/def2-TZVPD",
  "energy_ev": -76733.352,
  "homo_lumo_gap_ev": 4.20,
  "lumo_ev": 2.2,
  "charge": -1,
  "symbols": ["S", "S", "S", "S", "O", "O", "O", "O", "O", "O", "N", "N", "C", "C", "C", "C", "C", "C", "C", "C", "C", "C", "C", "C", "C", "C", "C", "C", "C", "H", "H", "H", "H", "H", "H", "H", "H", "H", "H", "H", "H", "H", "H", "H", "H", "H", "H", "H", "H", "H", "H", "H", "H", "H", "H", "H", "H", "H", "H", "H"],
  "coordinates": [[0.67, 0.22, -0.17], [3.84, -2.59, 1.51], [-2.77, -2.63, 2.00], [-2.27, 3.04, -0.30], [4.41, -2.58, 2.84], [-3.48, -3.78, 1.49], [2.55, -3.18, 1.25], [-3.35, -1.30, 1.91], [-1.23, 3.08, 0.69], [-2.00, 2.69, -1.66], [1.56, 1.26, -4.33], [2.12, -0.38, -2.50], [1.10, 2.99, -2.72], [-1.10, -2.62, 1.35], [3.87, -0.94, 0.81], [-0.72, 2.19, -4.41], [-4.49, 2.96, 1.11], [-0.17, -2.82, 2.54], [-4.60, 4.23, 0.27], [-3.60, 2.00, 0.32], [1.21, -0.10, -3.82], [4.94, -2.40, -0.87], [-0.94, -3.62, 3.61], [0.70, 2.08, -3.87], [4.90, -0.97, -0.32], [-3.19, 4.59, -0.21], [5.01, -3.31, 0.36], [1.46, -0.29, -1.51], [-2.31, -2.95, 3.70], [-3.18, 1.20, 0.91], [-5.24, 4.04, -0.59], [4.74, -4.35, 0.16], [-5.04, 5.05, 0.83], [-1.06, -4.65, 3.28], [4.14, -0.24, 1.60], [-2.67, 5.23, 0.50], [5.78, -2.56, -1.53], [6.00, -3.28, 0.83], [-5.46, 2.52, 1.31], [-4.02, 3.19, 2.07], [4.02, -2.61, -1.43], [4.63, -0.25, -1.10], [0.17, -0.09, -3.45], [-3.07, -3.57, 4.17], [1.69, 2.38, -2.05], [-1.40, 2.54, -3.63], [0.11, -1.85, 2.95], [-3.19, 5.06, -1.19], [1.73, 3.80, -3.06], [-0.43, -3.62, 4.57], [-1.04, 1.20, -4.66], [-2.25, -1.99, 4.21], [-0.89, -1.68, 0.85], [5.88, -0.70, 0.06], [0.22, 3.36, -2.22], [0.74, -3.31, 2.21], [2.87, -0.72, 0.45], [-1.01, -3.44, 0.64], [-0.77, 2.87, -5.25], [-4.13, 1.60, -0.55]]
}

=====

No. 6
{
  "formula": "C17H32As3I2NOSZr",
  "method": "ωB97M-V/def2-TZVPD",
  "energy_ev": -232505.403,
  "homo_lumo_gap_ev": 6.04,
  "de_lowest_kj_mol": 1.1,
  "lumo_ev": -7.5,
  "charge": 2,
  "symbols": ["I", "I", "Zr", "As", "As", "As", "S", "O", "N", "C", "C", "C", "C", "C", "C", "C", "C", "C", "C", "C", "C", "C", "C", "C", "C", "C", "H", "H", "H", "H", "H", "H", "H", "H", "H", "H", "H", "H", "H", "H", "H", "H", "H", "H", "H", "H", "H", "H", "H", "H", "H", "H", "H", "H", "H", "H", "H", "H"],
  "coordinates": [[2.42, 4.02, -2.57], [-0.88, 2.99, -0.45], [1.63, 2.03, -0.99], [-0.06, -1.28, -1.42], [-3.40, -1.14, 2.77], [1.35, 1.60, 1.79], [4.07, 0.90, -0.14], [3.71, 2.36, -0.05], [2.85, 0.15, -0.57], [-1.46, -1.61, 2.58], [0.89, -1.74, 1.78], [-0.17, 0.49, 2.29], [0.58, 0.13, -2.61], [-0.99, -0.90, 0.26], [-0.39, -0.91, 1.69], [1.12, 1.41, -5.04], [-3.50, 0.78, 2.38], [0.98, 3.20, 2.81], [-0.39, 0.95, -3.22], [1.27, -2.66, -1.37], [2.09, 0.60, -4.46], [-1.50, -2.01, -2.46], [1.82, -0.05, -3.26], [-4.09, -1.76, 1.04], [-0.11, 1.60, -4.42], [2.85, 0.90, 2.81], [3.67, 1.61, 2.78], [0.71, -2.77, 1.46], [-1.08, -1.61, 3.61], [-1.49, -2.67, 2.29], [3.04, 0.45, -4.95], [0.86, -3.49, -0.80], [1.32, 1.90, -5.98], [-1.04, 1.13, 2.13], [-1.15, -2.19, -3.48], [-2.34, -1.32, -2.47], [-1.37, 1.06, -2.77], [-1.68, -1.73, 0.20], [-3.05, 1.37, 3.17], [1.81, 3.90, 2.70], [1.24, -1.78, 2.81], [-4.57, 1.03, 2.35], [-1.57, 0.00, 0.06], [-0.86, 2.23, -4.87], [-3.82, -1.12, 0.20], [-3.78, -2.79, 0.85], [1.69, -1.32, 1.16], [0.06, 3.66, 2.46], [-0.07, 0.38, 3.38], [2.57, -0.71, -2.84], [-3.08, 1.06, 1.41], [-1.80, -2.95, -2.00], [0.89, 2.93, 3.86], [3.19, -0.07, 2.44], [2.53, 0.78, 3.84], [2.19, -2.31, -0.91], [-5.18, -1.76, 1.11], [1.44, -2.98, -2.39]]
}